1.
Below is a structure of composition C7H4Cl2CuF15MgNaO15S5 at a distorted geometry, with properties calculated with wB97M-V/def2-TZVPD.

Geometry as XYZ:
```
51
Properties=species:S:1:pos:R:3:forces:R:3
Na -26.51316 -20.61703 10.62727 -0.42 0.01 -0.64
Cu -28.54810 -15.65300 9.34740 -0.18 -0.80 -0.30
Mg -29.72199 -19.66465 7.20681 0.63 0.69 2.02
C -31.02507 -19.04991 11.58129 0.58 -0.21 -0.08
F -30.79657 -18.37575 12.70584 -0.07 0.08 -0.10
F -31.04598 -20.34604 11.86986 -0.24 -0.10 -0.03
F -32.17404 -18.67933 11.05287 -0.36 0.08 0.07
S -29.67244 -18.73609 10.36977 0.85 0.05 -0.93
O -30.17190 -19.14482 9.07314 -1.42 -0.10 -0.06
O -29.43249 -17.32003 10.43936 -0.17 0.68 0.64
O -28.57059 -19.57763 10.74755 0.55 -0.28 1.01
C -29.58698 -16.30104 4.97713 0.24 -0.97 0.05
F -28.96590 -15.14218 4.97034 -0.03 0.48 -0.09
F -30.46532 -16.38080 3.98515 -0.06 0.28 -0.25
F -28.66388 -17.26486 4.76204 -0.01 0.15 0.07
S -30.45694 -16.61429 6.55900 0.09 0.35 0.40
O -30.60973 -18.06639 6.52563 -0.53 -0.59 -0.45
O -29.54278 -16.19240 7.58767 0.65 0.37 0.24
O -31.65654 -15.86864 6.48764 -0.82 0.22 -0.29
C -28.95465 -20.22582 2.87048 0.46 0.29 0.88
F -28.15616 -19.17285 2.74869 -0.30 -0.10 -0.01
F -30.21902 -19.87375 2.87264 -0.12 0.14 -0.01
F -28.70604 -21.09124 1.93314 0.08 -0.52 -0.96
S -28.53750 -21.08127 4.46704 -0.50 1.08 0.95
O -29.08798 -20.27699 5.53023 -0.03 -0.45 -1.84
O -29.11754 -22.41018 4.42617 0.06 -0.55 -0.24
O -27.09905 -21.16483 4.55762 0.57 -0.43 -0.32
C -25.62686 -17.66909 6.70212 -0.82 -0.37 -0.25
F -24.42104 -17.45741 7.18476 0.28 0.22 0.02
F -26.08296 -16.58772 6.07298 0.20 0.10 0.21
F -25.57511 -18.66057 5.80149 0.17 -0.12 -0.03
S -26.78384 -18.15682 8.05174 0.17 0.16 1.02
O -27.98320 -18.58471 7.37294 0.10 -0.23 -0.55
O -26.09094 -19.18299 8.79195 0.21 -0.36 -0.15
O -26.96108 -16.94689 8.82728 0.31 0.56 -0.05
C -29.66771 -23.01871 9.83242 -0.23 0.44 -0.22
F -29.30455 -22.64902 11.06186 0.07 0.09 -0.03
F -29.88974 -24.31858 9.83215 0.00 -0.30 0.11
F -30.80942 -22.39129 9.51520 -0.15 -0.07 0.22
S -28.41925 -22.58074 8.54325 0.31 -0.53 -0.56
O -27.15130 -22.51614 9.24233 -0.06 0.51 0.37
O -28.55747 -23.62460 7.57655 0.05 -0.17 -0.10
O -28.87140 -21.28805 8.02455 -0.08 0.22 0.21
Cl -23.98878 -18.76196 0.87498 0.04 -0.14 0.02
C -24.71785 -19.68400 2.22469 -0.14 0.43 -0.30
C -23.87196 -20.82596 2.70796 -0.47 -0.55 -0.03
Cl -23.97280 -22.21431 1.56986 0.05 0.08 -0.02
H -25.67148 -20.06210 1.86390 0.02 -0.03 -0.01
H -24.92460 -18.95094 3.00182 0.18 -0.12 0.18
H -24.32576 -21.18773 3.63060 0.26 0.03 0.10
H -22.81641 -20.62326 2.83184 0.01 0.30 0.10
```
Positions in Å, forces in eV/Å.

## Properties
net charge: 0
LUMO (spin up / spin down): -0.657 / -6.314 eV
gap between HOMO and LUMO (spin up / spin down): 9.255 / 3.598 eV
<S²>: 0.765
spin multiplicity: 2
energy: -7810.1614 hartree

2.
Below is a structure of composition C4H5NS2 at a distorted geometry, with properties calculated with wB97M-V/def2-TZVPD.

Geometry as XYZ:
```
12
Properties=species:S:1:pos:R:3:forces:R:3
C -1.62779 0.64136 0.15711 -2.00 1.72 -1.89
C 0.57701 0.36854 0.11762 -1.44 -0.62 -2.90
C 1.59365 -0.62219 -0.07829 1.57 -0.29 2.05
C 0.14126 -1.05999 0.45335 0.91 -2.44 -0.54
H -0.67668 1.45621 -1.44292 0.53 -2.39 2.41
H 0.80985 0.96991 1.02972 -0.71 -0.13 -0.99
H 2.44577 -0.22042 0.53106 -0.29 -1.59 -0.62
H 1.62198 -1.45617 -0.78597 1.26 1.40 -0.27
H -0.01743 -1.75119 -0.51033 -0.94 1.89 2.31
N -0.59180 0.60013 -0.70349 1.33 5.78 -3.84
S -2.92482 1.65990 0.01317 0.25 -0.48 0.32
S -1.35101 -0.58608 1.21895 -0.48 -2.85 3.96
```
Positions in Å, forces in eV/Å.

## Properties
net charge: 0
LUMO: 0.471 eV
gap between HOMO and LUMO: 8.825 eV
spin multiplicity: 1
ΔE to the lowest compared entry with this formula, charge and spin: 522.1 kJ/mol
energy: -1006.3547 hartree

What did the second record say?
Below is a structure of composition C4H5NS2 at a distorted geometry, with properties calculated with wB97M-V/def2-TZVPD.

Geometry as XYZ:
```
12
Properties=species:S:1:pos:R:3:forces:R:3
C -1.62779 0.64136 0.15711 -2.00 1.72 -1.89
C 0.57701 0.36854 0.11762 -1.44 -0.62 -2.90
C 1.59365 -0.62219 -0.07829 1.57 -0.29 2.05
C 0.14126 -1.05999 0.45335 0.91 -2.44 -0.54
H -0.67668 1.45621 -1.44292 0.53 -2.39 2.41
H 0.80985 0.96991 1.02972 -0.71 -0.13 -0.99
H 2.44577 -0.22042 0.53106 -0.29 -1.59 -0.62
H 1.62198 -1.45617 -0.78597 1.26 1.40 -0.27
H -0.01743 -1.75119 -0.51033 -0.94 1.89 2.31
N -0.59180 0.60013 -0.70349 1.33 5.78 -3.84
S -2.92482 1.65990 0.01317 0.25 -0.48 0.32
S -1.35101 -0.58608 1.21895 -0.48 -2.85 3.96
```
Positions in Å, forces in eV/Å.

## Properties
net charge: 0
LUMO: 0.471 eV
gap between HOMO and LUMO: 8.825 eV
spin multiplicity: 1
ΔE to the lowest compared entry with this formula, charge and spin: 522.1 kJ/mol
energy: -1006.3547 hartree

- Look up the energy of the second one.
  -1006.3547 hartree

- The highest energy belongs to which entry?
  C4H5NS2